{"formula": "C26H37N9O5PS2Tl", "method": "ωB97M-V with the def2-TZVPD basis set", "charge": 2, "symbols": ["Tl", "C", "C", "N", "N", "C", "N", "S", "C", "C", "C", "C", "C", "N", "H", "H", "H", "H", "H", "H", "H", "H", "H", "H", "O", "C", "O", "C", "C", "C", "C", "C", "N", "C", "O", "O", "H", "H", "H", "H", "C", "N", "C", "P", "O", "N", "C", "C", "N", "C", "C", "H", "H", "H", "H", "H", "H", "H", "H", "H", "H", "H", "H", "H", "H", "H", "H", "H", "H", "S", "C", "N", "C", "C", "C", "C", "H", "H", "H", "H", "H"], "positions_angstrom": [[-0.334, -0.517, -0.382], [-3.711, -4.108, -2.069], [-2.474, -3.380, -1.629], [-2.474, -2.483, -0.717], [-3.674, -2.153, -0.164], [-3.769, -1.370, 0.944], [-5.031, -1.062, 1.285], [-2.477, -0.817, 1.852], [-1.155, -3.670, -2.275], [-0.977, -4.746, -3.136], [0.275, -4.966, -3.693], [1.312, -4.109, -3.380], [1.046, -3.054, -2.517], [-0.149, -2.838, -1.983], [-4.359, -4.331, -1.220], [-4.274, -3.511, -2.792], [-3.486, -5.056, -2.542], [-4.525, -2.449, -0.622], [-5.834, -1.478, 0.843], [-5.171, -0.569, 2.150], [-1.785, -5.416, -3.382], [0.430, -5.801, -4.363], [2.301, -4.247, -3.793], [1.828, -2.349, -2.244], [-2.518, 2.607, -3.621], [-1.885, 2.065, -2.581], [-1.978, 0.903, -2.276], [-1.016, 3.071, -1.870], [-0.861, 4.362, -2.369], [-0.009, 5.230, -1.707], [0.640, 4.783, -0.569], [0.399, 3.480, -0.149], [-0.403, 2.632, -0.780], [1.093, 3.016, 1.090], [1.778, 3.731, 1.780], [0.835, 1.724, 1.396], [-3.046, 1.918, -4.053], [-1.387, 4.665, -3.262], [0.144, 6.236, -2.071], [1.310, 5.417, -0.006], [4.913, 1.414, -3.122], [3.749, 0.847, -2.459], [2.606, 0.623, -3.332], [3.782, 0.141, -0.970], [2.458, 0.264, -0.293], [4.979, 0.872, -0.100], [6.337, 0.365, 0.021], [4.828, 2.283, 0.228], [4.176, -1.455, -1.158], [4.016, -2.367, -0.033], [5.049, -1.948, -2.211], [4.673, 2.404, -3.515], [5.245, 0.791, -3.959], [5.740, 1.514, -2.423], [2.351, 1.551, -3.849], [1.745, 0.309, -2.743], [2.817, -0.140, -4.089], [6.350, -0.717, -0.085], [6.725, 0.611, 1.011], [7.015, 0.799, -0.722], [3.790, 2.586, 0.094], [5.455, 2.917, -0.408], [5.107, 2.460, 1.269], [3.316, -1.945, 0.686], [4.969, -2.567, 0.469], [3.615, -3.321, -0.385], [5.073, -1.250, -3.045], [4.670, -2.905, -2.579], [6.074, -2.110, -1.862], [1.936, 0.848, 2.303], [1.516, 1.346, 3.944], [1.378, 2.649, 4.254], [1.124, 3.086, 5.496], [1.033, 2.189, 6.534], [1.204, 0.837, 6.260], [1.428, 0.410, 4.958], [1.552, 3.315, 3.488], [1.014, 4.154, 5.615], [0.834, 2.544, 7.534], [1.135, 0.111, 7.058], [1.510, -0.640, 4.717]]}

---

{"formula": "C26H38AgN8OPSSi", "method": "ωB97M-V with the def2-TZVPD basis set", "charge": 0, "symbols": ["Ag", "C", "N", "C", "C", "N", "C", "P", "C", "N", "C", "C", "N", "C", "C", "N", "C", "C", "N", "C", "H", "H", "H", "H", "H", "H", "H", "H", "H", "H", "H", "H", "H", "H", "H", "C", "Si", "C", "C", "C", "C", "C", "C", "N", "C", "S", "H", "H", "H", "H", "H", "H", "H", "H", "H", "H", "H", "H", "O", "C", "C", "C", "C", "C", "C", "N", "H", "H", "H", "H", "H", "H", "H", "H", "H", "H", "H"], "positions_angstrom": [[-0.154, -0.099, -0.241], [4.345, 2.260, 2.629], [3.446, 1.152, 2.375], [3.493, -0.077, 2.967], [2.478, -0.806, 2.406], [1.818, -0.054, 1.487], [2.410, 1.121, 1.478], [2.000, 2.565, 0.454], [1.979, 1.741, -1.174], [1.757, 0.462, -1.426], [1.919, 0.300, -2.769], [2.250, 1.496, -3.342], [2.295, 2.408, -2.324], [2.660, 3.803, -2.447], [0.231, 2.711, 0.912], [-0.571, 1.715, 1.230], [-1.749, 2.273, 1.619], [-1.661, 3.635, 1.544], [-0.401, 3.911, 1.089], [0.153, 5.235, 0.913], [5.063, 1.964, 3.390], [4.885, 2.531, 1.722], [3.796, 3.132, 2.981], [4.225, -0.319, 3.719], [2.187, -1.825, 2.606], [1.780, -0.659, -3.238], [2.459, 1.769, -4.363], [2.662, 4.085, -3.497], [1.948, 4.435, -1.919], [3.652, 3.984, -2.030], [-2.579, 1.659, 1.929], [-2.373, 4.414, 1.756], [-0.604, 5.902, 0.506], [0.507, 5.639, 1.863], [0.996, 5.193, 0.228], [-2.285, -6.745, -0.304], [-3.031, -5.063, -0.768], [-4.897, -5.178, -0.457], [-2.740, -4.833, -2.612], [-2.339, -3.819, 0.478], [-2.341, -4.203, 1.812], [-1.836, -3.378, 2.811], [-1.322, -2.157, 2.424], [-1.304, -1.742, 1.162], [-1.805, -2.533, 0.183], [-1.733, -1.861, -1.402], [-2.706, -7.535, -0.931], [-2.487, -7.008, 0.737], [-1.202, -6.749, -0.441], [-5.349, -5.948, -1.087], [-5.394, -4.230, -0.674], [-5.108, -5.432, 0.585], [-3.102, -5.712, -3.156], [-1.679, -4.701, -2.826], [-3.253, -3.949, -2.984], [-2.736, -5.176, 2.089], [-1.838, -3.680, 3.850], [-0.906, -1.465, 3.152], [-0.867, 1.781, -1.758], [-1.958, 2.209, -2.062], [-2.981, 1.404, -2.805], [-2.661, 1.628, -4.302], [-2.446, 3.090, -4.746], [-1.164, 3.751, -4.198], [-1.356, 4.386, -2.806], [-2.252, 3.576, -1.972], [-3.994, 1.740, -2.572], [-2.882, 0.349, -2.552], [-3.476, 1.204, -4.890], [-1.758, 1.061, -4.538], [-3.322, 3.693, -4.481], [-2.395, 3.093, -5.836], [-0.813, 4.519, -4.892], [-0.383, 2.989, -4.132], [-1.789, 5.383, -2.891], [-0.394, 4.476, -2.301], [-3.216, 3.753, -2.215]]}

---

{"formula": "C26H38As2EuN7O4S2", "method": "ωB97M-V with the def2-TZVPD basis set", "s2": 12.018, "charge": 2, "spin_multiplicity": 7, "symbols": ["Eu", "C", "C", "N", "N", "C", "N", "S", "C", "C", "C", "C", "C", "N", "H", "H", "H", "H", "H", "H", "H", "H", "H", "C", "As", "C", "C", "C", "C", "C", "C", "C", "As", "C", "C", "H", "H", "H", "H", "H", "H", "H", "H", "H", "H", "H", "H", "H", "H", "H", "H", "C", "C", "S", "O", "O", "C", "C", "N", "C", "N", "C", "C", "N", "O", "O", "C", "H", "H", "H", "H", "H", "H", "H", "H", "H", "H", "H", "H", "H"], "positions_angstrom": [[-1.206, -1.139, -0.149], [-5.684, -2.229, -1.527], [-4.365, -1.621, -1.091], [-3.487, -2.160, -0.291], [-3.825, -3.335, 0.323], [-3.033, -3.727, 1.276], [-3.357, -4.869, 1.913], [-1.464, -2.977, 1.707], [-4.056, -0.266, -1.599], [-5.071, 0.456, -2.209], [-4.891, 1.772, -2.592], [-3.675, 2.343, -2.339], [-2.689, 1.587, -1.692], [-2.852, 0.319, -1.329], [-6.540, -1.696, -1.124], [-5.731, -3.241, -1.164], [-5.746, -2.194, -2.615], [-4.280, -5.286, 1.719], [-2.990, -5.043, 2.819], [-6.003, -0.009, -2.437], [-5.708, 2.294, -3.094], [-3.507, 3.396, -2.538], [-1.778, 2.067, -1.389], [2.894, -0.724, 1.419], [1.714, -1.983, 0.525], [2.162, -3.699, 1.337], [2.676, -2.205, -1.126], [4.054, -2.184, -1.147], [4.756, -2.350, -2.325], [4.076, -2.468, -3.535], [2.688, -2.493, -3.541], [2.012, -2.381, -2.317], [0.119, -2.703, -2.431], [-0.167, -4.430, -1.592], [-0.152, -3.176, -4.285], [3.824, -1.247, 1.771], [2.431, -0.244, 2.314], [3.105, 0.026, 0.644], [3.268, -3.843, 1.267], [1.580, -4.492, 0.809], [1.765, -3.642, 2.354], [4.606, -2.100, -0.243], [5.826, -2.334, -2.287], [4.667, -2.518, -4.442], [2.148, -2.614, -4.480], [0.569, -5.176, -1.833], [-1.138, -4.770, -1.966], [-0.265, -4.316, -0.504], [0.444, -4.040, -4.540], [-0.039, -2.387, -5.047], [-1.209, -3.551, -4.326], [3.324, 5.214, 5.116], [3.583, 4.471, 3.845], [2.031, 3.828, 3.126], [2.080, 2.380, 3.117], [0.883, 4.596, 3.574], [2.119, 4.252, 1.396], [0.768, 4.309, 0.715], [-0.079, 3.148, 0.899], [0.202, 1.944, 0.349], [-0.662, 1.015, 0.733], [-1.576, 1.650, 1.552], [-1.221, 2.953, 1.625], [-1.896, 4.009, 2.327], [-1.872, 5.108, 1.806], [-2.544, 3.677, 3.288], [1.332, 1.632, -0.556], [4.143, 5.887, 5.405], [3.178, 4.567, 5.975], [2.506, 5.916, 5.043], [4.258, 3.635, 3.909], [3.939, 5.179, 3.046], [2.755, 3.522, 0.898], [2.563, 5.234, 1.303], [0.901, 4.463, -0.354], [0.260, 5.158, 1.110], [-2.352, 1.153, 2.107], [1.285, 2.292, -1.473], [1.350, 0.560, -0.870], [2.266, 1.847, -0.063]]}

---

{"formula": "C26H38Cl7N6PSW", "method": "ωB97M-V with the def2-TZVPD basis set", "s2": 2.022, "charge": 2, "spin_multiplicity": 3, "symbols": ["W", "Cl", "C", "C", "C", "Cl", "C", "Cl", "C", "Cl", "C", "Cl", "C", "N", "C", "C", "N", "C", "S", "H", "H", "H", "H", "H", "H", "Cl", "C", "Cl", "H", "H", "N", "P", "N", "C", "C", "C", "C", "C", "N", "C", "C", "C", "C", "C", "N", "C", "C", "C", "C", "C", "H", "H", "H", "H", "H", "H", "H", "H", "H", "H", "H", "H", "H", "H", "H", "H", "H", "H", "H", "H", "H", "H", "H", "H", "H", "H", "H", "H", "H", "H"], "positions_angstrom": [[-1.118, 0.717, 1.218], [-1.809, 1.574, 3.717], [-0.899, 2.920, 3.087], [-0.376, 2.607, 1.840], [0.237, 3.668, 1.156], [0.779, 3.411, -0.453], [0.350, 4.935, 1.725], [1.072, 6.210, 0.846], [-0.165, 5.172, 3.006], [-0.056, 6.723, 3.699], [-0.812, 4.145, 3.706], [-1.489, 4.410, 5.253], [-5.573, 0.670, -0.280], [-4.680, 0.993, -1.384], [-4.974, 0.801, -2.714], [-3.955, 1.320, -3.438], [-3.054, 1.816, -2.534], [-3.489, 1.605, -1.282], [-2.712, 2.264, 0.125], [-6.443, 0.152, -0.673], [-5.898, 1.586, 0.211], [-5.071, 0.044, 0.444], [-5.874, 0.311, -3.042], [-3.819, 1.386, -4.503], [-2.207, 2.319, -2.755], [-2.835, -0.736, 1.674], [-3.976, -1.049, 4.863], [-2.431, -1.158, 5.518], [-4.427, -1.950, 4.483], [-4.549, -0.163, 5.084], [0.183, 0.338, 0.013], [1.061, -0.974, -0.357], [0.019, -2.089, -1.026], [0.637, -3.188, -1.794], [0.824, -2.826, -3.266], [-0.504, -2.379, -3.879], [-1.123, -1.251, -3.053], [-1.278, -1.702, -1.602], [1.639, -1.731, 1.010], [2.697, -1.071, 1.801], [2.157, -0.117, 2.867], [1.154, -0.837, 3.765], [0.081, -1.481, 2.903], [0.673, -2.425, 1.859], [2.403, -0.597, -1.199], [3.554, -1.495, -1.380], [4.868, -0.749, -1.147], [4.939, 0.503, -2.024], [3.712, 1.380, -1.774], [2.447, 0.584, -2.073], [-0.026, -4.054, -1.715], [1.585, -3.451, -1.322], [1.208, -3.697, -3.797], [1.558, -2.021, -3.358], [-1.196, -3.225, -3.901], [-0.350, -2.053, -4.908], [-2.096, -0.971, -3.465], [-0.471, -0.368, -3.072], [-1.931, -2.579, -1.554], [-1.722, -0.917, -1.000], [3.345, -0.526, 1.121], [3.286, -1.857, 2.282], [1.669, 0.733, 2.377], [2.995, 0.262, 3.451], [0.703, -0.144, 4.478], [1.658, -1.617, 4.341], [-0.423, -0.631, 2.327], [-0.687, -1.979, 3.490], [-0.112, -2.848, 1.235], [1.184, -3.244, 2.370], [3.552, -1.875, -2.408], [3.461, -2.340, -0.700], [5.693, -1.426, -1.374], [4.966, -0.458, -0.100], [4.971, 0.212, -3.078], [5.850, 1.060, -1.810], [3.738, 2.276, -2.395], [3.688, 1.698, -0.727], [2.462, 0.261, -3.121], [1.553, 1.184, -1.905]]}

---

{"formula": "C26H38ClF2N6O6P2S", "method": "ωB97M-V with the def2-TZVPD basis set", "charge": -1, "symbols": ["C", "C", "C", "P", "Cl", "C", "C", "C", "C", "C", "C", "C", "C", "N", "C", "N", "N", "P", "S", "N", "C", "O", "F", "C", "O", "F", "H", "H", "H", "H", "H", "H", "H", "H", "H", "H", "H", "H", "H", "H", "H", "H", "H", "H", "H", "H", "H", "H", "H", "H", "H", "H", "H", "H", "C", "C", "C", "C", "C", "C", "N", "O", "O", "H", "H", "H", "H", "H", "C", "C", "C", "C", "C", "C", "N", "O", "O", "H", "H", "H", "H", "H"], "positions_angstrom": [[-1.473, -3.293, 0.567], [-0.082, -3.085, 0.918], [0.605, -1.728, 0.435], [1.221, -0.546, 1.866], [3.190, -1.528, 1.763], [1.999, 0.552, 3.272], [1.983, 2.124, 3.036], [1.767, 2.995, 4.406], [0.833, 4.288, 4.192], [1.978, 0.491, 0.458], [1.104, 1.228, -0.621], [1.883, 1.258, -2.066], [1.099, 0.328, -3.161], [0.541, 1.225, -4.242], [-0.718, 0.699, -4.820], [-1.761, 1.523, -4.916], [-0.758, -0.719, -5.269], [-0.719, 0.474, 1.937], [-1.233, 1.459, 3.540], [0.776, -1.867, 3.003], [-0.293, -1.735, 3.932], [-0.292, -1.301, 5.120], [-1.570, -2.368, 3.615], [1.841, -2.575, 3.692], [2.461, -2.214, 4.736], [2.114, -3.970, 3.363], [-1.837, -2.811, -0.413], [-2.194, -3.854, 1.247], [0.415, -3.959, 1.450], [1.484, -2.096, -0.228], [-0.151, -1.220, -0.256], [1.538, 0.347, 4.298], [3.113, 0.252, 3.387], [1.258, 2.528, 2.250], [3.044, 2.437, 2.675], [2.763, 3.303, 4.890], [1.222, 2.314, 5.166], [1.026, 5.028, 5.066], [-0.283, 4.021, 4.262], [1.087, 4.853, 3.212], [2.594, -0.254, -0.203], [2.864, 1.189, 0.746], [0.063, 0.849, -0.871], [1.000, 2.350, -0.333], [1.918, 2.301, -2.528], [2.954, 0.865, -2.002], [0.232, -0.265, -2.698], [1.786, -0.434, -3.669], [1.243, 1.202, -5.016], [-1.398, 2.416, -4.524], [-1.015, -1.259, -4.426], [-1.494, -0.831, -5.995], [-1.049, 1.390, 0.901], [-1.719, -0.577, 1.780], [-5.637, -7.084, 4.612], [-5.955, -5.733, 4.503], [-5.720, -5.056, 3.310], [-5.170, -5.744, 2.230], [-4.842, -7.095, 2.336], [-5.078, -7.763, 3.533], [-4.944, -5.042, 0.965], [-5.227, -3.849, 0.916], [-4.490, -5.685, 0.028], [-5.827, -7.610, 5.543], [-6.388, -5.208, 5.348], [-5.972, -4.003, 3.238], [-4.409, -7.636, 1.501], [-4.829, -8.815, 3.625], [2.138, 7.097, -6.030], [2.037, 6.098, -6.994], [2.437, 4.799, -6.696], [2.935, 4.511, -5.427], [3.047, 5.509, -4.460], [2.646, 6.805, -4.767], [3.335, 3.141, -5.101], [3.241, 2.293, -5.981], [3.735, 2.919, -3.968], [1.819, 8.108, -6.263], [1.641, 6.331, -7.977], [2.353, 4.030, -7.456], [3.438, 5.294, -3.471], [2.726, 7.589, -4.020]]}

---

{"formula": "C26H38ClKNO2P", "method": "ωB97M-V with the def2-TZVPD basis set", "charge": 0, "symbols": ["K", "Cl", "C", "C", "C", "C", "C", "C", "C", "O", "O", "H", "H", "H", "H", "N", "C", "H", "C", "C", "C", "C", "C", "C", "P", "C", "C", "C", "C", "C", "C", "C", "C", "C", "C", "C", "C", "H", "H", "H", "H", "H", "H", "H", "H", "H", "H", "H", "H", "H", "H", "H", "H", "H", "H", "H", "H", "H", "H", "H", "H", "H", "H", "H", "H", "H", "H", "H", "H", "H"], "positions_angstrom": [[1.024, -0.024, -0.506], [-6.221, 1.971, -5.407], [-4.852, 1.478, -4.452], [-3.800, 0.819, -5.068], [-2.713, 0.430, -4.302], [-2.675, 0.699, -2.939], [-3.742, 1.359, -2.343], [-4.838, 1.752, -3.094], [-1.484, 0.290, -2.112], [-1.480, 0.567, -0.896], [-0.542, -0.320, -2.714], [-3.838, 0.617, -6.129], [-1.879, -0.090, -4.754], [-3.701, 1.562, -1.281], [-5.674, 2.266, -2.639], [1.911, 0.301, -3.299], [3.037, 0.546, -3.138], [0.881, 0.081, -3.271], [5.037, 5.262, 2.495], [5.415, 4.004, 1.724], [4.442, 2.861, 2.056], [3.013, 3.373, 2.355], [2.761, 4.638, 1.528], [3.673, 5.777, 2.013], [1.778, 2.024, 2.045], [0.089, 2.793, 2.131], [-0.388, 3.355, 0.784], [-1.911, 3.536, 0.796], [-2.426, 4.004, 2.169], [-1.335, 4.754, 2.924], [-0.185, 3.800, 3.271], [1.804, 1.014, 3.611], [1.936, 1.738, 4.972], [3.345, 1.635, 5.548], [3.726, 0.176, 5.834], [3.073, -0.791, 4.833], [2.859, -0.106, 3.487], [5.797, 6.037, 2.382], [4.997, 5.026, 3.563], [6.437, 3.693, 1.946], [5.387, 4.222, 0.653], [4.822, 2.308, 2.917], [4.413, 2.153, 1.223], [2.948, 3.653, 3.412], [1.724, 4.960, 1.597], [2.946, 4.417, 0.473], [3.175, 6.320, 2.821], [3.812, 6.493, 1.200], [-0.536, 1.906, 2.308], [-0.122, 2.683, -0.035], [0.108, 4.304, 0.572], [-2.371, 2.586, 0.521], [-2.188, 4.259, 0.025], [-2.733, 3.141, 2.769], [-3.316, 4.623, 2.048], [-1.725, 5.207, 3.838], [-0.966, 5.578, 2.305], [-0.442, 3.246, 4.178], [0.712, 4.378, 3.508], [0.823, 0.525, 3.590], [1.238, 1.281, 5.681], [1.636, 2.782, 4.895], [3.420, 2.230, 6.460], [4.055, 2.074, 4.844], [3.426, -0.094, 6.850], [4.813, 0.070, 5.796], [2.102, -1.125, 5.211], [3.685, -1.687, 4.719], [2.536, -0.826, 2.731], [3.813, 0.301, 3.135]]}

---

no.,total energy (Ha)
1,-3191.82990
2,-2702.89028
3,-7675.47221
4,-5369.59261
5,-3533.96012
6,-2620.30199